1.
Computed, not measured: 5 unconnected molecules or ions with the total composition C34H39O18P, with the ωB97M-V functional and the def2-TZVPD basis.

Each line ends with the Löwdin charge.
Cartesian coordinates (Å):
C -2.09396 -5.09842 1.41910  0.013
C -2.08582 -6.31330 0.53025  -0.508
O -2.19459 -7.44401 0.93794  0.125
O -1.90432 -6.07545 -0.80908  -0.039
C -2.95911 -5.33868 -1.46187  -0.150
C -2.48408 -4.09664 -2.24784  -0.152
C -1.05899 -3.59420 -1.97811  -0.186
C -0.86918 -2.07037 -2.09536  -0.197
C -0.97464 -1.30509 -0.76982  -0.202
C -2.31271 -1.43040 -0.02680  -0.217
C -3.35363 -0.33974 -0.39018  -0.269
C -4.47323 -0.82760 -1.30832  -0.430
P -5.72224 -2.01347 -0.47759  0.657
H -3.05799 -4.58485 1.37274  0.085
H -1.31490 -4.39342 1.13036  0.068
H -1.91299 -5.39849 2.45280  0.088
H -3.41127 -6.04272 -2.16458  0.125
H -3.73160 -5.09402 -0.72647  0.112
H -3.21103 -3.29657 -2.07710  0.070
H -2.55150 -4.33426 -3.31248  0.100
H -0.68379 -3.91569 -1.00673  0.100
H -0.41150 -4.05665 -2.72687  0.087
H -1.52987 -1.64607 -2.86319  0.113
H 0.14889 -1.89979 -2.46814  0.107
H -0.74865 -0.24471 -0.93457  0.106
H -0.17805 -1.68653 -0.11901  0.100
H -2.14102 -1.42666 1.05413  0.090
H -2.75034 -2.40614 -0.25104  0.062
H -2.83346 0.51095 -0.84623  0.100
H -3.79809 0.05146 0.53633  0.098
H -5.06766 0.03316 -1.64339  0.063
H -4.05436 -1.29361 -2.20804  0.051
H -6.61415 -0.94182 -0.21449  -0.026
H -4.79141 -2.34146 0.55573  -0.027
H -5.87987 -2.73481 -1.70507  -0.031
H -6.67225 -2.93621 0.14552  -0.106
C 0.08834 -0.38825 3.12144  0.070
C -0.13409 0.69391 3.88517  -0.226
C -1.02537 0.64334 5.10650  -0.308
O -1.15822 1.67325 5.73676  0.117
C -1.66685 -0.61316 5.44580  0.076
C -1.44187 -1.68878 4.68038  -0.232
C -0.53874 -1.64161 3.47275  -0.320
O -0.40575 -2.67991 2.84694  0.082
O -1.98298 -2.87888 4.90229  0.117
O 0.39694 1.87841 3.64727  0.104
H 0.72120 -0.36248 2.24543  0.133
H -2.31207 -0.63831 6.31238  0.136
H -1.63973 -3.46599 4.20155  0.106
H 0.12252 2.47936 4.36998  0.096
C 3.57073 3.37603 4.10341  0.083
C 4.79259 3.81898 3.77838  -0.230
C 5.30446 5.16748 4.22699  -0.326
O 6.42481 5.47760 3.85466  0.098
C 4.44261 6.01083 5.01753  0.056
C 3.21889 5.57272 5.33806  -0.240
C 2.71276 4.22112 4.90540  -0.292
O 1.58755 3.91405 5.25972  0.100
O 2.34748 6.27830 6.04157  0.127
O 5.65262 3.13384 3.03988  0.122
H 3.18924 2.41637 3.78480  0.131
H 4.80504 6.98485 5.31360  0.141
H 1.54791 5.72446 6.12368  0.122
H 6.45392 3.68805 2.96897  0.121
C -0.13120 -3.88941 -7.08045  0.075
C 0.70825 -3.87160 -8.12532  -0.235
C 1.92959 -4.75813 -8.19235  -0.313
O 2.61494 -4.67046 -9.19369  0.107
C 2.20834 -5.64240 -7.07946  0.075
C 1.37023 -5.65908 -6.03362  -0.231
C 0.14003 -4.78563 -5.97681  -0.301
O -0.55878 -4.88768 -4.98435  0.092
O 1.53734 -6.43044 -4.97052  0.123
O 0.55174 -3.09149 -9.18303  0.119
H -1.00789 -3.25988 -7.02472  0.136
H 3.08999 -6.26515 -7.13054  0.136
H 0.78525 -6.25029 -4.37407  0.120
H 1.29846 -3.29214 -9.78055  0.120
C 1.63630 8.01622 0.93733  0.075
C 1.59873 8.65330 -0.24126  -0.235
C 2.82365 8.80537 -1.11004  -0.313
O 2.67740 9.38700 -2.16828  0.109
C 4.08078 8.26392 -0.63584  0.076
C 4.12131 7.63199 0.54552  -0.225
C 2.88786 7.45388 1.39982  -0.297
O 3.00771 6.83900 2.44548  0.108
O 5.23419 7.12211 1.05334  0.123
O 0.50469 9.19604 -0.75143  0.120
H 0.76322 7.89683 1.56295  0.136
H 4.95682 8.39335 -1.25524  0.137
H 5.01343 6.74478 1.92372  0.099
H 0.76713 9.58061 -1.61041  0.121

Forces on atoms 1 to 3 (eV/Å):
C 0.1 0.1 0.2
C -0.2 -0.9 0.1
O 0.3 0.9 -0.3

Output
Kohn-Sham gap ... 6.65 eV
E_tot ... -82029.4948 eV
SMILES string ... CC(=O)OCCCCCCCC[PH4].O=C1C=C(O)C(=O)C=C1O.O=C1C=C(O)C(=O)C=C1O.O=C1C=C(O)C(=O)C=C1O.O=C1C=C(O)C(=O)C=C1O
Net charge ... 0



2.
Computed, not measured: a molecular structure, C34H40CaN4O2P2, with the ωB97M-V functional and the def2-TZVPD basis.

Each line ends with the Löwdin charge.
Cartesian coordinates (Å):
Ca -0.45347 1.53931 -0.80633  1.243
C -2.09353 1.78771 -7.16700  -0.129
C -2.20048 0.48113 -6.90771  -0.133
C -1.32431 -0.58319 -7.49669  -0.182
C 0.17730 -0.25459 -7.50308  -0.179
C 0.67511 0.59183 -6.36829  -0.118
C 0.70679 1.92334 -6.37572  -0.095
C 0.28217 2.70377 -7.57603  -0.179
C -1.14626 2.39607 -8.12814  -0.178
C 1.44699 1.29104 0.73088  -0.362
H -2.79124 2.51648 -6.76446  0.092
H -3.01664 0.06822 -6.30466  0.099
H -1.62916 -0.78819 -8.53250  0.119
H -1.50489 -1.51513 -6.94708  0.101
H 0.74946 -1.20911 -7.50878  0.120
H 0.39071 0.27648 -8.44405  0.102
H 1.15443 -0.00009 -5.59045  0.061
H 1.14095 2.50007 -5.56235  0.104
H 0.97186 2.53137 -8.41750  0.117
H 0.36692 3.76960 -7.35104  0.103
H -1.57586 3.34764 -8.47126  0.113
H -1.03440 1.72771 -8.98445  0.104
H 1.05890 2.08408 1.42116  -0.044
H 2.53271 1.38244 0.65685  -0.068
H 1.20162 0.29012 1.11145  -0.051
P 1.57901 -0.47770 -1.92933  1.045
P -1.48828 -1.21066 -1.67631  1.046
N 2.60788 0.76849 -2.65084  -0.247
N 2.84810 -1.67765 -1.55403  -0.225
N -2.14846 0.26290 -2.45824  -0.259
N -3.01406 -2.01207 -1.56553  -0.253
C 0.79445 -1.23875 -3.39778  -0.389
C -0.55367 -1.91888 -3.08125  -0.374
C 2.69282 2.09346 -2.16776  -0.163
C 3.70215 2.74508 -2.85925  -0.094
C 4.22417 1.82712 -3.82529  -0.091
C 3.53889 0.62744 -3.67969  -0.139
C 3.81580 -1.49424 -0.54434  -0.125
C 4.49363 -2.68393 -0.31950  -0.088
C 3.94865 -3.65910 -1.23509  -0.091
C 2.95802 -3.01118 -1.96452  -0.155
C -2.63262 1.42100 -1.82570  -0.267
C -2.79680 2.41380 -2.77732  -0.071
C -2.71357 1.77664 -4.04255  -0.063
C -2.31019 0.46846 -3.82694  -0.129
C -4.01228 -2.31760 -2.50168  -0.124
C -4.98296 -3.09014 -1.86457  -0.086
C -4.57832 -3.25258 -0.49068  -0.092
C -3.38633 -2.58540 -0.32538  -0.124
H 1.49951 -1.94870 -3.84887  0.071
H 0.65962 -0.44033 -4.12844  0.033
H -1.21173 -1.96337 -3.95280  0.059
H -0.35994 -2.95682 -2.76946  0.090
H 2.08782 2.41719 -1.31520  0.042
H 4.03896 3.76049 -2.68031  0.094
H 5.01602 2.03199 -4.53618  0.093
H 3.62435 -0.30736 -4.21361  0.108
H 3.92448 -0.52255 -0.07875  0.101
H 5.29199 -2.84643 0.40195  0.095
H 4.26028 -4.70023 -1.34196  0.094
H 2.33487 -3.39709 -2.76298  0.088
H -2.83444 1.37681 -0.76295  0.100
H -2.98972 3.47613 -2.62583  0.112
H -3.02773 2.18229 -4.98692  0.068
H -2.26831 -0.36344 -4.51738  0.079
H -3.95342 -1.96232 -3.51926  0.094
H -5.87751 -3.50266 -2.31260  0.090
H -5.10720 -3.80484 0.27209  0.093
H -2.74830 -2.42116 0.53541  0.092
O -1.60467 1.81251 1.33524  -0.160
C -1.54290 0.58205 1.69492  -0.594
O -1.31676 -0.36989 0.86202  -0.216
C -1.65165 0.19629 3.16310  -0.129
C -1.45761 -1.12374 3.59012  -0.026
C -1.65552 -1.47534 4.93168  -0.087
C -1.99790 -0.51048 5.88578  -0.091
C -2.09623 0.82313 5.46855  -0.085
C -1.88952 1.17264 4.13136  -0.027
H -1.12208 -1.86802 2.87636  0.107
H -1.53379 -2.51319 5.23117  0.097
H -2.14092 -0.80088 6.94018  0.105
H -2.32783 1.59759 6.19681  0.098
H -1.86877 2.20851 3.79799  0.113

Forces on atoms 1 to 3 (eV/Å):
Ca 1.4 -0.5 2.4
C -0.7 -0.5 0.0
C -0.6 0.3 -0.4

Output
Kohn-Sham gap ... 6.34 eV
E_tot ... -82976.1277 eV
Net charge ... 0



3.
Computed, not measured: a molecular structure, C34H40N4O3P2Tc, with the ωB97M-V functional and the def2-TZVPD basis.

Each line ends with the Löwdin charge.
Cartesian coordinates (Å):
Tc 0.32053 -0.09277 -0.12276  1.107
C 7.67489 0.23174 -3.16978  -0.101
C 7.32739 0.95558 -2.09422  -0.126
C 7.42566 2.45288 -2.02313  -0.179
C 7.07986 3.22396 -3.33255  -0.187
C 5.82099 2.75041 -4.02812  -0.121
C 5.77678 1.79905 -4.96569  -0.111
C 7.00705 1.11049 -5.51311  -0.174
C 8.14790 0.76603 -4.49671  -0.186
C -1.52036 -0.01067 -1.11878  -0.262
H 7.61872 -0.85993 -3.13613  0.095
H 7.05118 0.43812 -1.17233  0.067
H 8.44592 2.73065 -1.70330  0.125
H 6.76791 2.82223 -1.22466  0.093
H 6.93152 4.27946 -3.05143  0.112
H 7.95145 3.18672 -3.99714  0.097
H 4.89599 3.24045 -3.70075  0.088
H 4.82463 1.52865 -5.44495  0.100
H 7.44363 1.71551 -6.32924  0.124
H 6.71112 0.16062 -5.97790  0.105
H 8.75482 -0.03077 -4.96474  0.116
H 8.81072 1.63506 -4.39426  0.100
H -1.89629 -1.05598 -1.21020  0.045
H -1.72938 0.45098 -2.09566  0.006
H -2.16918 0.48588 -0.37420  0.028
P 0.62141 1.79195 -1.35400  0.930
P 2.35794 0.46115 0.70108  0.869
N 0.52874 1.63185 -3.08061  -0.248
N -0.39455 3.25916 -1.01575  -0.202
N 3.49442 -0.61385 -0.05962  -0.240
N 2.78761 0.19986 2.34810  -0.246
C 2.31505 2.50269 -1.13426  -0.321
C 2.87540 2.14714 0.26885  -0.320
C 0.24232 0.39377 -3.66746  -0.163
C 0.23498 0.55558 -5.04678  -0.054
C 0.55272 1.92310 -5.32325  -0.045
C 0.71752 2.56434 -4.09886  -0.097
C -1.77262 3.36234 -1.23142  -0.139
C -2.20601 4.61587 -0.83265  -0.064
C -1.06339 5.34219 -0.36824  -0.053
C 0.03041 4.48025 -0.48412  -0.133
C 3.07144 -1.80628 -0.65876  -0.145
C 4.12452 -2.32559 -1.40576  -0.038
C 5.23924 -1.44201 -1.24682  -0.025
C 4.81782 -0.40398 -0.41160  -0.120
C 4.06197 0.02478 2.90008  -0.103
C 3.94678 -0.04894 4.28184  -0.051
C 2.55672 0.12574 4.60707  -0.061
C 1.87150 0.28254 3.40899  -0.137
H 2.29199 3.59858 -1.24869  0.082
H 2.94731 2.08002 -1.94292  0.100
H 3.97092 2.25287 0.31515  0.094
H 2.45354 2.79311 1.06551  0.106
H 0.04152 -0.48278 -3.06434  0.080
H 0.02991 -0.22290 -5.76894  0.109
H 0.64444 2.37711 -6.30511  0.114
H 0.93777 3.60109 -3.85305  0.123
H -2.34326 2.52582 -1.62829  0.096
H -3.22670 4.98615 -0.84770  0.110
H -1.03877 6.34450 0.02183  0.105
H 1.06304 4.63449 -0.21077  0.091
H 2.06397 -2.17866 -0.54030  0.070
H 4.08761 -3.21445 -2.00999  0.108
H 6.20896 -1.52762 -1.71463  0.087
H 5.34081 0.46818 -0.04810  0.097
H 4.93043 -0.06619 2.26365  0.102
H 4.75707 -0.21519 4.97988  0.110
H 2.13596 0.13902 5.60189  0.103
H 0.82180 0.42539 3.20719  0.081
O -1.22094 -4.33046 1.56048  0.212
C -2.09777 -3.62400 2.29582  -0.156
C -3.05373 -4.36349 3.01494  0.094
C -3.94959 -3.69115 3.83626  0.021
C -3.87868 -2.29502 3.99734  0.055
C -2.91130 -1.56073 3.29980  0.083
C -2.03660 -2.20307 2.41169  -0.013
C -1.05297 -1.48972 1.57407  -0.513
O -0.93405 -0.22192 1.65048  -0.100
O -0.32839 -2.07231 0.67621  -0.119
H -0.66575 -3.68538 1.05113  0.109
H -3.04175 -5.44893 2.92833  0.157
H -4.69588 -4.27981 4.36855  0.140
H -4.58740 -1.81248 4.68221  0.150
H -2.85186 -0.47517 3.46965  0.155

Forces on atoms 1 to 3 (eV/Å):
Tc -2.5 -4.2 -0.1
C -0.3 0.2 0.4
C 0.6 -0.5 -0.7

Output
Kohn-Sham gap (spin up / spin down) ... 4.62 / 2.42 eV
E_tot ... -68766.6489 eV
2S+1 ... 4
Net charge ... +2